Record 1
Here is a 10-piece molecular cluster, C54H129N7O3 overall at a distorted geometry from the Open Molecules 2025 dataset. Energies are from ωB97M-V/def2-TZVPD.

The geometry in XYZ format:
```
193
Properties=species:S:1:pos:R:3:forces:R:3
C -0.654436 0.089357 6.560179 1.06 -0.03 0.78
C -1.237452 -0.613401 7.785925 -0.39 0.08 -0.77
N -1.105636 0.117179 9.038597 -0.42 -0.59 -0.09
C 0.250117 -0.025125 9.575013 0.09 0.08 -0.75
C 0.480938 0.706827 10.896162 0.58 -0.95 -0.49
C -2.201649 -0.258399 9.958445 0.72 0.51 0.67
C -2.075145 -1.673970 10.523070 0.88 0.01 -0.45
H -0.987120 -0.422183 5.660063 -0.10 0.28 -0.13
H 0.438353 0.015505 6.593976 0.00 -0.11 -0.20
H -0.835638 1.164480 6.584697 -0.52 -0.09 -0.26
H -2.297230 -0.763336 7.561683 -0.09 0.10 0.31
H -0.813882 -1.629135 7.812417 0.11 -0.03 0.24
H 0.567850 -1.078992 9.588679 -0.13 -0.14 0.46
H 0.910788 0.382171 8.804208 -0.06 0.29 0.08
H 1.534729 0.986110 10.939718 -0.13 0.50 -0.08
H -0.195175 1.556058 10.924679 0.20 0.14 0.42
H 0.400213 0.015361 11.736217 -0.66 0.26 0.16
H -3.128355 -0.051105 9.427926 -0.12 -0.17 0.08
H -2.130895 0.450810 10.787822 -0.28 -0.01 0.02
H -1.074654 -1.730475 10.963054 -0.04 -0.15 0.04
H -2.069374 -2.381591 9.692001 -0.27 -0.24 0.20
H -2.745943 -1.989415 11.318736 -0.42 0.25 -0.25
C 3.670595 1.616750 0.152487 0.79 0.38 0.91
C 4.955759 2.367440 -0.181119 0.48 0.96 0.11
N 5.669485 2.978923 0.938527 -0.80 -0.72 1.00
C 4.831079 3.706347 1.885095 0.39 0.80 -0.15
C 4.541796 5.133895 1.379009 -0.64 0.24 0.36
C 7.013550 3.515303 0.792960 -0.18 -0.88 0.57
C 7.882058 2.626631 -0.076739 0.23 -0.25 -0.28
H 3.888353 1.021083 1.045832 0.03 -0.36 -0.26
H 3.507544 0.968386 -0.704948 -0.64 -0.02 0.13
H 2.829256 2.229112 0.469437 -0.18 0.10 -0.61
H 5.569875 1.568441 -0.594468 0.37 0.44 -0.28
H 4.809791 3.186808 -0.900682 -0.34 -0.54 -0.67
H 3.941932 3.124592 2.119112 -0.22 0.13 -0.32
H 5.315533 3.808418 2.862537 0.41 -0.19 -0.13
H 3.915029 5.763491 2.020455 -0.19 -0.49 0.26
H 5.454293 5.726760 1.327802 0.17 -0.24 -0.41
H 4.024821 5.107344 0.418483 0.26 0.06 -0.17
H 7.321840 3.492290 1.845427 0.73 0.16 -0.20
H 7.158334 4.556827 0.471956 -0.61 0.05 -0.30
H 7.989055 1.608017 0.302754 0.04 0.12 0.31
H 8.869841 3.069689 -0.209262 0.03 -0.07 0.12
H 7.471241 2.487753 -1.079956 -0.07 0.33 -0.01
C -0.363900 0.529749 2.687813 -0.65 -0.15 -0.20
C -1.271295 0.370315 1.460739 1.38 -0.38 -0.82
N -0.435944 0.327160 0.216745 0.42 -0.32 1.17
C 0.046954 1.631733 -0.177608 0.06 1.17 0.97
C -1.033809 2.497158 -0.823189 1.33 0.67 0.92
C 0.636858 -0.670806 0.312891 0.29 0.93 -0.86
C 1.181101 -0.931827 -1.094453 -0.16 -2.02 0.20
H 0.180900 1.435785 2.427324 0.33 0.07 0.94
H 0.316215 -0.306404 2.853378 0.08 -0.01 -0.38
H -0.916577 0.581543 3.626623 -0.12 0.61 -0.12
H -1.836049 -0.562080 1.452054 -0.29 0.09 0.21
H -1.914857 1.237325 1.329615 -0.37 -0.18 0.35
H 0.448526 2.181475 0.690955 0.07 0.02 0.04
H 0.896653 1.600431 -0.858040 -0.09 -0.44 -0.07
H -1.167903 2.084048 -1.825637 3.36 2.33 1.07
H -2.001504 2.421429 -0.324558 0.07 -0.20 0.15
H -0.821878 3.565822 -0.823436 0.49 0.02 -0.12
H 0.295411 -1.609317 0.749745 -0.55 0.06 -0.14
H 1.450947 -0.369798 0.986610 0.14 0.19 -0.05
H 1.812237 -0.194409 -1.578849 -0.08 0.14 0.25
H 0.362888 -1.231629 -1.756564 0.11 0.53 -0.04
H 1.711732 -1.894403 -1.056347 0.57 0.31 0.06
C -3.697288 3.331023 -3.926371 -1.06 -0.17 -1.01
C -4.176374 2.695887 -2.615314 2.89 1.31 -4.89
N -3.984248 1.246928 -2.509133 1.16 0.30 -2.96
C -4.702032 0.429781 -3.463627 -1.55 -0.77 0.75
C -6.209616 0.777241 -3.597733 -0.03 -2.89 -3.39
C -2.558613 0.923029 -2.426947 -0.84 -0.39 -0.95
C -2.280609 -0.365377 -1.681534 -0.85 -0.89 -0.33
H -2.819252 2.879859 -4.385222 0.20 -0.02 0.24
H -3.572182 4.414099 -3.883651 0.21 -0.03 0.38
H -4.510502 3.209783 -4.652618 0.16 -0.10 -0.23
H -3.631100 3.154383 -1.785901 2.23 0.19 -2.55
H -5.208563 2.960090 -2.382658 0.54 0.52 -2.00
H -4.751524 -0.555290 -2.987452 0.26 -0.22 -0.19
H -4.288495 0.226028 -4.459858 0.45 0.70 -0.04
H -6.710849 0.565806 -2.656037 -0.75 -1.50 -2.39
H -6.603527 0.110643 -4.365789 0.04 -0.04 -0.48
H -6.387030 1.796425 -3.938454 -0.21 0.03 -0.25
H -2.099781 0.917107 -3.426675 0.00 -0.33 -0.24
H -2.052317 1.758897 -1.938358 -4.05 -2.30 -1.31
H -2.751117 -1.197263 -2.212888 -0.04 -0.11 -0.10
H -1.235031 -0.626112 -1.518137 -0.61 0.46 -0.41
H -2.745988 -0.342621 -0.692519 0.03 0.06 -0.04
C 0.951103 0.802363 -3.908509 1.23 1.01 -0.05
C 0.538741 1.569768 -5.177283 -0.14 -0.64 0.02
N 1.292680 1.189855 -6.379163 -0.83 0.03 0.46
C 1.057149 -0.211442 -6.703487 0.14 -0.79 -0.48
C 2.198433 -0.843840 -7.519654 -0.25 0.34 0.52
C 0.974746 2.032896 -7.540238 0.58 0.47 0.69
C 1.159962 3.524552 -7.250966 0.57 -0.10 -0.53
H 2.043395 0.747218 -3.800285 0.07 0.19 -0.58
H 0.669983 -0.239450 -3.780159 -0.79 0.28 0.01
H 0.731783 1.480197 -3.079269 -0.71 -0.64 0.29
H -0.547607 1.453703 -5.335414 -0.10 -0.20 -0.04
H 0.646896 2.632632 -4.974809 0.39 -0.01 -0.07
H 0.892350 -0.811382 -5.809418 0.42 0.27 0.29
H 0.127259 -0.418873 -7.259319 -0.19 0.58 -0.09
H 2.180540 -1.919891 -7.347505 0.12 -0.05 -0.23
H 2.102086 -0.634784 -8.584252 0.07 -0.06 -0.01
H 3.140948 -0.435282 -7.153614 0.09 -0.11 -0.09
H -0.064744 1.911653 -7.874549 0.05 -0.44 -0.24
H 1.714663 1.715582 -8.275195 -0.44 0.11 -0.49
H 1.149108 4.114293 -8.170655 -0.36 -0.19 -0.12
H 2.165131 3.712456 -6.866694 -0.18 -0.05 0.50
H 0.375310 3.902639 -6.601333 0.17 0.16 0.12
C 3.371812 -3.107730 -4.102577 -0.02 -0.65 0.02
C 4.044001 -1.770536 -4.372583 -0.29 0.69 -0.35
N 5.263899 -1.518265 -3.652984 1.22 -1.44 -0.23
C 6.065248 -0.415487 -4.171605 -0.76 0.47 0.96
C 5.494526 0.985986 -3.775486 1.85 -0.23 0.30
C 5.190064 -1.668009 -2.212918 -1.06 0.76 -0.14
C 6.483219 -1.337279 -1.488749 -0.05 0.70 0.91
H 2.636874 -3.439839 -4.841580 -0.19 0.79 -0.16
H 2.851904 -3.083765 -3.143214 0.11 -0.21 0.05
H 4.054161 -3.962116 -4.146878 0.38 0.30 0.45
H 4.292124 -1.650634 -5.428826 -0.11 -0.20 -0.06
H 3.329115 -0.955431 -4.150659 -0.26 -0.17 -0.10
H 7.087510 -0.511492 -3.810044 0.01 -0.02 -0.02
H 6.119276 -0.473174 -5.256357 -0.18 -0.28 -0.06
H 6.092485 1.466132 -2.990746 0.06 -0.42 0.24
H 5.730002 1.650587 -4.607049 -1.23 0.23 -0.16
H 4.506110 0.895082 -3.332997 -0.40 0.41 -0.79
H 4.727150 -2.608365 -1.895748 0.80 -0.54 -0.55
H 4.357529 -1.024640 -1.849972 0.34 0.60 0.28
H 7.424091 -1.518171 -2.003023 -0.22 -0.58 -0.21
H 6.511245 -1.805174 -0.502604 0.05 -0.27 -0.14
H 6.526027 -0.270445 -1.246343 -0.09 0.05 -0.19
C -1.461601 -5.018714 -3.410772 0.06 0.17 1.18
C -1.262684 -6.065414 -2.276688 -0.79 0.84 -0.27
N -2.402890 -6.241943 -1.382754 -0.84 -1.06 -0.07
C -2.862632 -5.077698 -0.657722 1.56 1.03 0.39
C -1.727374 -4.247915 -0.031668 0.57 0.23 0.65
C -3.565433 -6.798165 -2.061683 -0.79 0.17 -0.80
C -3.317992 -8.119241 -2.790215 0.34 0.46 -0.55
H -0.490165 -4.533491 -3.509342 -0.06 -0.08 -0.87
H -2.163278 -4.221512 -3.153731 -0.01 -0.05 0.16
H -1.870696 -5.525505 -4.280822 0.42 0.26 -0.36
H -1.073348 -6.968766 -2.852205 0.21 -0.43 0.75
H -0.425501 -5.828089 -1.623146 0.23 0.01 -0.33
H -3.366227 -4.353598 -1.316301 -0.48 -0.20 0.00
H -3.527412 -5.398685 0.141434 -0.22 -0.07 -0.16
H -2.083741 -3.560945 0.741096 -0.47 0.13 -0.32
H -0.952866 -4.777714 0.533528 -0.22 -0.64 -0.30
H -1.175078 -3.639946 -0.752450 -0.19 -0.02 -0.19
H -3.973960 -6.067494 -2.788950 0.37 0.01 -0.33
H -4.451516 -6.836193 -1.420420 0.52 -0.45 0.69
H -4.228411 -8.646188 -3.072857 -0.13 -0.02 0.47
H -2.624424 -8.759335 -2.247422 -0.23 -0.15 0.16
H -2.858088 -7.908371 -3.761528 0.19 -0.03 0.08
C -6.142337 1.595547 -1.363073 0.41 0.55 3.85
C -7.254269 2.222434 -0.556220 0.49 1.11 -0.13
C -6.712940 2.162529 0.877125 -0.01 0.33 -1.98
O -5.309757 2.333200 0.677911 -0.28 0.35 2.61
C -4.878621 2.151061 -0.648721 -2.46 -1.61 3.52
H -6.194741 1.710908 -2.443005 0.16 2.16 3.68
H -6.204425 0.526877 -1.113680 0.43 -0.16 -0.25
H -8.242665 1.778146 -0.642160 -0.10 0.14 -0.26
H -7.201421 3.269897 -0.882171 -0.85 0.14 0.20
H -7.043182 1.193369 1.261392 0.60 -0.10 0.60
H -7.133989 2.991308 1.440310 0.20 -0.11 0.49
H -4.076581 1.411267 -0.721551 -0.53 0.35 1.54
H -4.493348 3.034860 -1.169958 -2.66 -0.56 5.17
C 3.916601 -2.459364 1.943296 -0.25 0.38 0.02
C 3.954040 -1.356715 2.999357 -0.06 -0.41 1.22
C 2.971832 -1.938731 4.052616 -0.69 1.50 -0.67
O 1.913780 -2.427880 3.234412 -0.26 -0.75 -0.76
C 2.482379 -3.022609 2.073958 1.24 -1.09 0.05
H 4.626389 -3.239433 2.216164 0.14 0.07 -0.12
H 4.154526 -2.090751 0.945800 -0.04 -0.05 -0.05
H 3.557818 -0.393664 2.682689 -0.01 -0.09 -0.29
H 4.956110 -1.200830 3.400884 -0.02 0.05 -0.02
H 2.400821 -1.186594 4.607484 0.78 0.15 0.40
H 3.419094 -2.649085 4.755512 -0.08 -0.34 -0.33
H 1.933238 -2.948782 1.137248 -0.59 0.67 0.37
H 2.584770 -4.102363 2.229041 -0.19 -0.09 0.15
C -4.555260 1.180334 4.496369 -1.52 -0.06 0.80
C -3.751291 2.436024 4.379476 1.09 1.03 -1.27
C -4.739605 3.531012 4.747397 0.21 -0.67 -0.13
O -5.595504 2.909532 5.714920 -0.82 -0.09 -0.25
C -5.347069 1.487951 5.776296 1.90 0.44 0.92
H -3.980597 0.258402 4.463162 -0.12 -0.08 0.20
H -5.419820 1.135257 3.824687 0.79 0.01 -1.00
H -3.344269 2.596854 3.375723 -0.29 -0.04 -0.13
H -2.851498 2.498788 4.997630 -0.26 -0.50 0.47
H -5.261166 3.837892 3.834810 -0.45 -0.06 0.21
H -4.273537 4.422978 5.165277 -0.02 -0.08 0.24
H -6.231894 0.879810 5.945880 -0.33 0.38 -0.26
H -4.686717 1.368709 6.646143 -0.14 -0.33 0.13
```
Forces are in eV/Å.

Properties
SMILES	CCN(CC)CC.CCN(CC)CC.CCN(CC)CC.CCN(CC)CC.CCN(CC)CC.CCN(CC)CC.CCN(CC)CC.C1CCOC1.C1CCOC1.C1CCOC1
relative energy (zero: lowest compared OMol25 entry of this formula, charge and spin)	313.0	kcal/mol
total energy	-74647.4675	eV
HOMO level	-0.2719	hartree
gap between HOMO and LUMO	7.97	eV

---

Record 2
Here is C24H29AgF13N2O3 as an isolated structure at a distorted geometry from the Open Molecules 2025 dataset. Energies are from ωB97M-V/def2-TZVPD.

The geometry in XYZ format:
```
72
Properties=species:S:1:pos:R:3:forces:R:3
C 0.944726 0.017966 5.053468 -0.80 -1.35 -0.78
C 1.499883 -1.307012 4.222762 1.52 0.22 1.12
O 1.014551 -1.372684 2.825959 1.71 -2.13 0.06
C 1.584672 -2.584020 2.148637 -4.02 -4.97 0.23
O 0.816196 -3.708797 2.129678 5.47 7.88 -0.02
C 3.105801 -2.535823 1.454971 -0.29 -0.49 1.19
C 3.128718 -3.268537 -0.011229 0.82 -0.48 0.45
C 3.528806 -2.302034 -1.270880 0.14 -0.71 -0.91
C 2.252566 -1.488543 -1.943394 0.47 -0.85 -0.80
C 2.782198 -1.036122 -3.461460 1.71 2.90 -8.13
N 3.109779 -0.680656 -4.686008 -3.04 -3.40 11.70
C 0.941184 -2.473227 -2.238217 0.82 -0.82 -1.71
C -0.184817 -1.768761 -3.225429 -0.86 0.24 1.72
C -1.698159 -2.391368 -2.879984 -0.01 0.47 -0.68
C -2.849662 -1.198307 -2.981504 0.30 -0.30 -0.58
C -4.198364 -1.501250 -2.094691 -0.70 0.92 -1.13
O -4.336966 -2.891119 -1.631379 0.55 2.22 1.70
C -4.191437 -3.001308 -0.168624 -0.29 -1.56 0.97
C 1.928236 -0.227329 -0.953893 -0.54 1.29 1.02
C 0.450518 -0.390010 -0.187373 -6.75 -3.15 2.46
N -0.685524 -0.736830 0.319121 9.98 3.34 -4.42
C 1.943833 1.250969 -1.662543 -0.68 0.40 -0.20
C 1.901499 2.466007 -0.514665 1.24 -0.23 -0.73
C 1.239359 3.861478 -1.055746 1.69 1.09 -0.79
F 2.346622 4.889802 -1.077261 -3.33 -2.94 0.07
F 0.708108 3.820199 -2.437019 1.42 0.10 4.69
C 0.117941 4.494511 0.012348 0.64 3.54 -2.21
F 0.109597 5.976557 -0.282922 -0.20 -4.96 1.51
F 0.607906 4.366149 1.403846 -1.79 1.05 -3.75
C -1.406116 3.955642 -0.246771 -0.40 0.42 -3.13
F -1.914209 4.709555 -1.453702 1.99 -2.64 4.13
F -1.313651 2.538714 -0.666014 -0.44 4.25 1.81
C -2.475924 4.262053 0.954900 -3.29 1.88 -0.33
F -2.107660 5.392255 1.849365 -0.64 -3.93 -3.01
F -3.751315 4.696080 0.270094 4.29 -1.62 2.46
C -2.885162 2.965583 1.873281 -3.69 -0.35 0.77
F -3.570922 1.868566 1.092913 3.05 3.95 2.63
F -3.945039 3.458224 2.830843 3.87 -1.64 -3.07
C -1.679872 2.366889 2.808885 -1.00 -2.98 3.40
F -1.208659 3.354943 3.850376 -0.95 -3.30 -4.12
F -0.556006 1.747890 2.062171 -3.41 2.34 2.32
F -2.297819 1.246314 3.612313 2.53 4.14 -3.03
H -0.228196 -0.154808 5.177663 2.59 0.80 -0.25
H 1.166449 0.947827 4.370701 -0.45 -1.29 1.21
H 1.451408 0.144593 6.115969 -0.97 -0.39 -2.45
H 2.684903 -1.193029 4.143505 -2.39 -0.48 0.48
H 1.203077 -2.289185 4.809115 0.64 2.03 -1.25
H 3.572378 -1.458695 1.479523 -1.15 -2.03 -0.12
H 3.780470 -3.191868 2.189749 -1.62 1.45 -1.49
H 3.981320 -4.102648 0.049953 -1.91 1.91 -0.19
H 2.122051 -3.853494 -0.124783 1.95 1.26 -0.03
H 3.988186 -3.019240 -2.107551 -1.16 1.62 1.76
H 4.398341 -1.530291 -1.027366 -1.90 -1.60 -0.27
H 1.387410 -3.379508 -2.874652 -0.80 1.85 1.52
H 0.495419 -2.957658 -1.270517 0.81 1.40 -1.73
H 0.063396 -1.890003 -4.368565 -0.30 0.42 2.48
H -0.253922 -0.626468 -2.886275 0.26 -2.29 -1.10
H -1.959562 -3.171523 -3.713443 0.47 1.33 1.78
H -1.724515 -2.935167 -1.843292 0.10 1.20 -1.96
H -2.448612 -0.139043 -2.656739 -0.53 -2.16 -0.51
H -3.098879 -1.102496 -4.144788 0.33 -0.17 2.61
H -5.135004 -1.287475 -2.793577 1.92 -0.51 1.47
H -4.261152 -0.701715 -1.229958 0.20 -1.87 -1.43
H -4.866963 -3.924568 0.169097 1.42 2.02 -0.84
H -4.573134 -2.073793 0.435183 0.80 -1.55 -1.38
H -3.089441 -3.290539 0.168629 -2.11 0.89 -0.84
H 2.725237 -0.184741 -0.073529 -1.76 -0.35 -1.85
H 0.985418 1.280819 -2.373775 2.30 0.21 1.51
H 2.939012 1.479807 -2.281552 -2.36 -0.96 1.24
H 1.437754 2.121005 0.502112 0.33 0.50 -2.02
H 3.052058 2.688112 -0.285457 -2.62 -0.13 -0.47
Ag 1.399675 2.953182 2.799396 0.80 -0.95 1.21
```
Forces are in eV/Å.

Properties
total energy	-73779.9133	eV
charge	+1
HOMO level	-0.4159	hartree
gap between HOMO and LUMO	5.45	eV

---

Record 3
Here is a 2-piece molecular cluster, C5H12O2 overall at a distorted geometry from the Open Molecules 2025 dataset. Energies are from ωB97M-V/def2-TZVPD.

The geometry in XYZ format:
```
19
Properties=species:S:1:pos:R:3:forces:R:3
O -0.085371 0.149153 1.948143 1.09 -0.92 -0.71
C -0.206961 -0.263767 0.570324 -1.09 0.74 1.81
C -1.683200 -0.384177 0.178634 -0.64 -0.13 1.16
C -1.581810 -0.375437 -1.312886 -0.99 -0.87 -1.04
C -0.312991 0.387333 -1.608086 0.66 0.98 -3.75
C 0.312339 0.787953 -0.370906 1.34 0.47 1.61
H 0.886309 0.112643 2.070243 -0.61 0.03 0.37
H 0.193029 -1.273886 0.347734 0.50 0.50 0.36
H -2.127670 -1.336206 0.527264 0.19 0.56 0.08
H -2.311730 0.441663 0.563824 0.56 -0.23 0.02
H -2.487210 0.017503 -1.814176 0.52 -0.21 0.18
H -1.480740 -1.442716 -1.588816 0.01 0.58 -0.43
H -0.418571 1.397313 -2.048815 -0.65 -0.97 -1.10
H 0.431209 -0.167117 -2.211585 -0.73 0.05 -0.10
H -0.055951 1.815412 -0.186106 0.27 -0.63 1.02
H 1.409458 0.843193 -0.507676 -0.39 -0.04 0.47
O 2.943438 -0.564847 1.802113 0.53 1.09 0.07
H 3.310008 -0.116057 2.597393 -0.29 -0.47 -0.83
H 3.266418 -0.027957 1.043373 -0.29 -0.54 0.80
```
Forces are in eV/Å.

Properties
SMILES	OC1CCCC1.O
relative energy (zero: lowest compared OMol25 entry of this formula, charge and spin)	30.3	kcal/mol
total energy	-9473.8239	eV
HOMO level	-0.3580	hartree
gap between HOMO and LUMO	10.27	eV